No. 1
# C33H46BrF8IN3O5S2

2 unconnected molecules or ions with the total composition C33H46BrF8IN3O5S2 (ωB97M-V with the def2-TZVPD basis set, the Open Molecules 2025 dataset).

Geometry as XYZ:
```
99
Properties=species:S:1:pos:R:3:mulliken_charge:R:1
I 1.970 2.735 -1.274 0.183
Br 1.342 5.004 2.823 -0.101
S 1.954 -2.034 -8.234 -0.119
S 0.963 -0.660 -5.816 -0.044
F -5.749 1.487 -2.036 -0.287
F -7.904 2.125 -0.564 -0.220
F -9.033 1.642 1.245 -0.261
F -4.962 4.051 -2.120 -0.270
F -6.422 1.829 1.842 -0.271
F -5.851 3.676 -0.156 -0.217
F -3.588 1.665 -1.924 -0.259
F -7.215 -0.203 1.962 -0.326
O -4.658 1.131 -0.102 -0.181
O 3.615 -2.698 -0.713 -0.570
O 2.396 -2.125 -0.251 0.036
O 0.234 0.301 2.599 -0.274
O -3.111 -3.140 0.160 -0.541
N 0.956 -3.377 -6.215 0.234
N -0.120 -5.324 -6.025 -0.588
N -0.470 0.850 0.385 0.497
C -4.811 3.392 -0.954 0.320
C 0.512 1.110 1.495 -0.437
C 2.721 -0.255 1.817 -1.036
C 3.529 0.694 5.424 -0.925
C 1.103 3.054 3.101 0.543
C -2.340 -3.009 1.341 -1.221
C 2.349 -0.675 -4.635 0.071
C 2.825 0.218 4.331 0.207
C 4.811 1.213 5.287 -0.755
C 6.798 1.801 3.847 -1.498
C -1.483 -0.411 -1.375 -1.775
C 0.782 -5.194 -4.985 -0.571
C 2.083 0.678 -0.507 -3.005
C 3.402 0.260 3.064 -0.646
C -5.692 0.225 0.276 -0.662
C 1.714 -1.674 -1.398 -2.593
C -0.397 -1.643 0.426 -1.165
C 1.958 0.831 1.033 -0.685
C 5.407 1.264 4.032 0.543
C -6.859 0.787 1.100 0.757
C 1.109 -0.283 -1.237 3.724
C -8.141 1.164 0.353 0.112
C -4.748 1.889 -1.246 0.568
C -1.608 -1.678 1.392 -0.614
C 0.855 0.137 -2.707 -1.913
C 1.330 -2.135 -6.761 0.011
C 4.688 0.783 2.940 -0.346
C 1.435 -4.007 -5.084 -0.295
C -0.265 -0.386 -0.444 0.015
C 0.265 2.582 1.917 -1.444
C 0.014 -4.238 -6.737 -0.088
C 2.135 0.374 -3.560 -1.740
C 0.442 2.866 4.477 -1.136
H -0.479 -2.510 -0.215 1.421
H -2.345 -0.894 1.209 0.137
H -2.613 -3.612 -0.510 0.338
H -2.394 -0.603 -0.817 0.275
H -1.256 -1.556 2.413 0.230
H 2.489 1.746 1.267 1.135
H 2.209 -3.641 -4.441 0.573
H -5.192 -0.474 0.945 0.244
H 0.349 -0.679 -3.209 0.906
H 2.132 -1.132 2.063 0.705
H 0.263 1.040 -2.758 0.411
H 3.035 0.424 -2.954 0.409
H -0.505 1.639 -0.271 0.916
H 1.835 -0.191 4.454 0.437
H -3.019 -3.058 2.188 0.538
H -1.405 0.819 0.800 0.946
H -6.039 -0.364 -0.572 0.421
H 5.339 1.558 6.161 0.403
H -1.402 -1.206 -2.103 0.371
H 7.272 1.987 4.802 0.384
H 0.954 -2.386 -1.720 0.443
H 3.109 0.398 -0.698 1.333
H -1.630 0.536 -1.872 0.735
H -0.540 -4.029 -7.634 0.392
H -0.404 2.192 4.415 0.251
H -1.633 -3.832 1.442 0.377
H 7.403 1.086 3.297 0.380
H -8.570 0.288 -0.142 0.299
H 2.449 -1.680 -4.241 -0.460
H 3.507 -0.601 1.156 0.591
H -3.889 3.723 -0.468 0.215
H 3.071 0.643 6.402 0.464
H -0.665 0.483 2.897 0.560
H 0.130 3.818 4.877 0.494
H 0.949 -5.926 -4.218 0.405
H 0.332 3.250 1.068 0.664
H 6.754 2.708 3.249 0.305
H 4.205 -2.597 0.047 0.325
H -0.781 2.617 2.246 0.572
H 2.113 2.671 3.087 0.043
H 2.052 1.340 -4.048 0.478
H 1.179 2.467 5.166 0.257
H 2.442 -1.665 -2.202 1.100
H 0.486 -1.817 1.033 -0.296
H 5.163 0.800 1.966 0.471
H 3.269 -0.452 -5.169 0.662
```

Computed properties:
LUMO energy	-3.021	eV
HOMO	-10.87	eV
Kohn-Sham gap	0.28837	hartree
charge	+1

***

No. 2
# C33H46CdNP3

A molecular structure, C33H46CdNP3 (ωB97M-V with the def2-TZVPD basis set, the Open Molecules 2025 dataset).

Geometry as XYZ:
```
84
Properties=species:S:1:pos:R:3:mulliken_charge:R:1
Cd -0.138 0.061 0.103 0.463
P 1.697 1.220 -1.372 0.632
P 1.123 -2.058 -0.866 0.499
P -2.760 -0.832 2.220 0.997
N -1.460 -1.119 1.380 -0.335
C -1.926 -2.965 6.200 -0.434
C 2.617 2.568 -0.571 -1.200
C 5.068 -0.861 -5.801 -0.530
C 2.907 -0.072 -1.916 -0.144
C 0.969 1.894 -2.903 -1.247
C -3.471 -1.665 4.843 -0.234
C 2.277 -1.469 -2.198 -0.293
C -6.645 -1.724 1.162 -0.674
C 4.988 -3.084 -4.513 -0.139
C 5.540 -3.163 -3.289 -0.509
C -4.391 2.918 2.624 -0.558
C -6.462 -2.149 -0.159 -0.488
C -4.191 1.598 2.217 -0.260
C -3.538 3.501 3.567 -0.504
C -4.261 -1.372 1.379 0.127
C 0.039 -3.358 -1.542 -1.201
C -0.831 2.082 0.611 -1.399
C 5.499 -2.342 -5.716 -0.989
C 7.370 -1.368 -3.675 -0.982
C -2.559 -1.722 3.782 0.105
C -3.153 -2.306 6.048 -0.674
C 5.442 0.013 -4.635 -0.544
C 2.174 -2.842 0.406 -1.278
C 6.848 -2.567 -2.853 -0.536
C -3.142 0.849 2.775 0.296
C -2.491 2.755 4.118 -0.514
C -4.078 -1.810 0.063 -0.661
C -1.012 -2.995 5.141 -0.530
C -5.546 -1.326 1.936 0.141
C -5.176 -2.190 -0.710 -0.477
C -1.337 -2.383 3.930 -0.351
C 6.430 -0.195 -3.760 -0.186
C -2.309 1.423 3.745 -0.696
H -0.559 2.255 1.666 0.247
H -5.200 3.499 2.183 0.381
H 2.821 -3.623 -0.019 0.405
H 5.074 -2.841 -6.598 0.400
H -4.408 -1.118 4.748 0.188
H -7.650 -1.694 1.588 0.384
H -1.520 0.826 4.202 0.427
H 8.276 -1.012 -3.164 0.399
H 7.624 -3.352 -2.868 0.336
H -1.932 2.062 0.540 0.251
H -0.047 -3.483 5.247 0.396
H 6.585 -2.410 -5.826 0.344
H 0.612 -4.181 -1.999 0.403
H 6.762 -2.261 -1.799 0.304
H 7.698 -1.718 -4.657 0.351
H 3.053 2.198 0.370 0.329
H 1.516 -3.288 1.166 0.375
H -5.023 -2.516 -1.735 0.392
H 4.070 -3.656 -4.696 0.353
H -4.858 1.158 1.476 0.364
H -3.678 4.544 3.854 0.356
H -0.574 -3.754 -0.717 0.376
H -0.631 -2.914 -2.294 0.332
H 3.079 -2.219 -2.322 -0.184
H -3.070 -1.834 -0.349 0.370
H 1.910 3.378 -0.336 0.383
H -0.411 2.867 -0.033 0.479
H 1.685 -1.444 -3.133 0.293
H 4.894 0.966 -4.587 0.554
H -7.321 -2.451 -0.762 0.358
H -1.678 -3.452 7.143 0.354
H 0.351 1.125 -3.388 0.352
H 1.753 2.232 -3.595 0.375
H -3.861 -2.280 6.877 0.382
H 3.977 -0.818 -5.943 0.299
H 3.415 0.293 -2.827 -0.238
H 0.324 2.743 -2.635 0.394
H 2.797 -2.075 0.891 0.357
H 3.418 2.954 -1.221 0.386
H 5.060 -3.809 -2.544 0.466
H 3.662 -0.155 -1.110 0.301
H 6.634 0.590 -3.018 0.329
H -0.629 -2.381 3.101 0.274
H -5.707 -0.973 2.954 0.219
H 5.501 -0.435 -6.722 0.332
H -1.810 3.212 4.831 0.376
```

Computed properties:
LUMO energy	0.401	eV
HOMO	-5.71	eV
Kohn-Sham gap	0.22457	hartree
charge	0

***

No. 3
# C33H46F3N5O7RuS2Si4Te

A molecular structure, C33H46F3N5O7RuS2Si4Te (ωB97M-V with the def2-TZVPD basis set, the Open Molecules 2025 dataset).

Geometry as XYZ:
```
102
Properties=species:S:1:pos:R:3:mulliken_charge:R:1
Te -1.921 -1.201 1.562 0.122
Ru -0.208 0.158 0.222 0.231
S -7.107 6.614 -0.275 1.177
S -1.351 0.315 -2.766 1.249
Si -4.095 -4.036 2.969 0.662
Si -3.335 -1.848 3.565 -0.028
Si -5.090 -0.165 3.627 0.455
Si -2.050 -1.824 5.599 0.807
F 4.087 3.516 4.277 -0.259
F 5.333 1.789 4.018 -0.261
F 3.907 1.849 5.629 -0.280
O -7.438 7.383 -1.456 -0.694
O -1.971 1.572 -2.438 -0.660
O -1.962 -0.507 -3.780 -0.804
O 0.039 -2.710 0.656 -0.749
O -7.386 5.198 -0.364 -0.658
O 1.249 -1.203 -0.485 -0.656
O -7.436 7.227 1.001 -0.697
N 1.073 0.658 1.678 0.255
N -1.287 1.924 0.401 1.265
N -4.626 5.624 -0.044 -0.244
N -4.783 7.953 -0.323 -0.508
N -1.202 -0.503 -1.386 0.118
C -3.288 3.201 0.094 -1.084
C -6.090 -0.110 2.002 -1.045
C -2.602 -5.230 2.854 -1.037
C 1.887 0.870 -5.111 -0.797
C 2.692 1.705 -4.348 0.934
C -2.650 6.936 -0.030 -0.527
C -0.602 3.087 0.467 -0.533
C 3.052 1.563 3.440 0.301
C -0.438 -2.854 5.440 -1.170
C 3.952 2.289 -4.917 -1.453
C 2.226 1.212 1.221 -0.640
C -5.381 -4.750 4.207 -1.144
C -0.798 -1.868 -1.450 -0.429
C 0.297 0.742 -3.336 -0.366
C -5.247 6.737 -0.214 0.171
C 0.691 0.386 -4.607 -0.461
C -6.249 -0.624 5.082 -1.124
C -1.513 -0.052 6.128 -1.109
C -3.090 -2.530 7.047 -1.187
C -2.578 4.422 0.167 1.128
C -3.268 5.665 0.038 0.239
C 1.091 1.560 -2.555 0.234
C 0.235 -1.931 -0.301 0.620
C -3.446 8.039 -0.221 -0.474
C -2.619 2.017 0.196 -1.191
C 1.904 0.916 3.919 -0.800
C -4.363 1.578 3.925 -0.836
C 4.072 2.158 4.335 0.757
C 3.207 1.680 2.046 -0.827
C -4.915 -4.004 1.238 -0.968
C 0.966 0.490 3.020 -0.009
C -1.183 4.317 0.354 -1.092
C 2.292 2.032 -3.053 -1.243
H 0.070 -0.015 3.368 -0.112
H -1.846 -4.782 2.215 0.268
H 0.036 -0.243 -5.188 0.525
H 2.188 0.612 -6.116 0.329
H 4.087 2.151 1.639 0.487
H -3.388 -3.552 6.846 0.276
H -5.151 -4.995 0.862 0.376
H -4.352 3.233 -0.071 0.875
H -5.684 -5.756 3.935 0.373
H -2.359 0.516 6.499 0.365
H -4.978 -4.786 5.212 0.281
H 2.341 1.267 0.142 0.450
H -3.156 1.079 0.108 0.681
H 0.252 -2.702 6.267 0.417
H 0.081 -2.590 4.523 0.311
H -0.658 -3.915 5.391 0.332
H 2.916 2.681 -2.452 0.422
H -0.559 5.195 0.409 0.336
H -2.864 -6.197 2.434 0.381
H -5.115 2.356 3.821 0.437
H -5.831 -3.425 1.237 0.288
H -1.632 -2.559 -1.247 0.121
H 3.851 3.371 -5.005 0.337
H -0.334 -2.125 -2.410 0.443
H 1.743 0.765 4.974 0.601
H -4.230 -3.537 0.535 0.196
H -5.725 -0.573 6.029 0.271
H -6.717 0.775 1.937 0.438
H -7.100 0.047 5.140 0.393
H -5.415 -0.091 1.152 0.303
H -6.272 -4.134 4.235 0.306
H -1.580 7.040 0.057 0.333
H -2.151 -5.405 3.824 0.307
H -0.760 -0.061 6.912 0.395
H 4.164 1.888 -5.905 0.348
H 0.728 1.855 -1.575 0.523
H 0.468 3.015 0.644 0.278
H -6.732 -0.977 1.894 0.333
H -1.100 0.494 5.285 0.215
H -3.994 -1.949 7.181 0.279
H -3.582 1.788 3.199 0.095
H 4.801 2.085 -4.266 0.334
H -3.031 9.035 -0.308 0.412
H -6.628 -1.633 4.973 0.262
H -3.930 1.672 4.914 0.330
H -2.549 -2.521 7.988 0.369
```

Computed properties:
LUMO energy (alpha / beta)	0.529 / -0.048	eV
HOMO (alpha / beta)	-5.38 / -5.38	eV
Kohn-Sham gap (alpha / beta)	0.21721 / 0.19598	hartree
charge	-1
2S+1	2

***

Table of E (eV), in record order: -171218.6918 -68884.9790 -127962.9068